[1]
DFT (ωB97M-V/def2-TZVPD) results for a structure of composition ClF2O4Sr2 in a non-equilibrium geometry.

Properties
- relative energy (zero: lowest compared OMol25 entry of this formula, charge and spin) (kJ/mol) = 0.00
- net charge = +2
- frontier orbital gap (alpha / beta) (eV) = 8.65 / 7.36
- HOMO (alpha / beta) (eV) = -17.248 / -17.248
- LUMO energy (alpha / beta) (eV) = -8.6 / -9.9
- spin multiplicity = 2

Structure (XYZ):
```
9
Properties=species:S:1:pos:R:3:forces:R:3
Sr 21.6460 -13.9813 16.0469 -0.4886 -1.9237 -0.0846
Cl 21.6579 -16.5148 13.6705 8.4042 -4.4404 -1.9840
O 22.8866 -16.5684 12.8070 -4.5389 0.2326 1.3351
F 20.5002 -15.4071 19.5858 0.0235 0.0092 0.1145
Sr 18.5124 -16.9888 14.9943 1.7172 0.3632 0.5650
O 20.6808 -17.5294 13.3764 -1.3082 -0.1457 -0.1452
F 19.9937 -15.6134 16.7548 -0.4160 0.4597 -1.5980
O 22.1005 -16.5884 14.9980 2.1352 -3.0290 4.6062
O 21.0764 -15.2926 13.8276 -5.5284 8.4741 -2.8089
```
Positions in Å, forces in eV/Å.

These are the natural (NBO) partial charges, in e, on atoms 1 to 8: 1.95, 2.58, -0.69, 0.00, 1.96, -0.89, -0.95, -0.95



[2]
DFT (ωB97M-V/def2-TZVPD) results for an isolated molecule of C4H7N3O in a non-equilibrium geometry.

Properties
- relative energy (zero: lowest compared OMol25 entry of this formula, charge and spin) (kJ/mol) = 479.24
- frontier orbital gap (eV) = 9.06
- HOMO (eV) = -8.368
- LUMO energy (eV) = 0.7
- SMILES string = C1=N\NC/C=N\OC/1

Structure (XYZ):
```
15
Properties=species:S:1:pos:R:3:forces:R:3
H -2.0224 -0.5994 -1.5952 -0.5809 -0.5223 -0.0970
C -1.1057 -1.3836 0.2131 0.9632 2.7157 -0.7270
C 0.8179 1.0909 0.4440 -0.0737 2.4107 0.7004
C 1.5665 -0.1677 0.5282 1.1889 -3.6963 -0.2287
H -2.0748 -1.4946 0.6314 -0.9843 -0.4186 0.1445
N -0.8568 0.8758 -1.3105 -1.6092 -3.1170 -0.4335
N 1.0773 -1.3081 0.9380 0.0160 2.7578 -0.5506
H 2.6496 -0.3002 0.2223 -1.3196 0.5897 0.3185
N 0.1401 1.4618 -0.7770 2.3513 1.3317 1.1464
C -1.2451 -0.3000 -0.9181 -0.9944 0.4431 -0.4974
H 0.1245 1.1371 1.3278 0.6406 0.1360 -0.7594
O -0.2929 -1.0465 1.2981 0.5895 -0.7116 0.4708
H 1.5401 1.9291 0.4377 -0.0439 -0.5031 0.9458
H -0.7193 -2.2431 -0.2672 0.0729 -1.2831 -0.4336
H 0.4010 2.3487 -1.1726 -0.2167 -0.1327 0.0008
```
Positions in Å, forces in eV/Å.

These are the natural (NBO) partial charges, in e, on atoms 1 to 8: 0.18, -0.12, -0.34, 0.06, 0.21, -0.19, -0.10, 0.21



> What is the relative energy (zero: lowest compared OMol25 entry of this formula, charge and spin) in the first record?

0.00 kJ/mol



> Which value of relative energy (zero: lowest compared OMol25 entry of this formula, charge and spin) does entry 2 give?

479.24 kJ/mol



> relative energy (zero: lowest compared OMol25 entry of this formula, charge and spin) of number 1 (ClF2O4Sr2)?

0.00 kJ/mol